# 1
Below is C19H24IMnN7O4 as an isolated structure at a distorted geometry, with properties calculated with wB97M-V/def2-TZVPD.

CARTESIAN COORDINATES (ANGSTROEM)
Mn1 -1.671 0.404 -0.501
O1 1.927 -0.346 -2.466
C1 0.795 0.002 -2.067
O2 0.472 0.298 -0.893
C2 -0.316 0.116 -3.093
C3 -0.110 -0.208 -4.422
C4 -1.182 -0.143 -5.297
C5 -2.416 0.261 -4.815
C6 -2.535 0.587 -3.473
N1 -1.506 0.515 -2.630
H1 0.881 -0.507 -4.731
H2 -1.059 -0.417 -6.337
H3 -3.282 0.322 -5.459
H4 -3.476 0.913 -3.048
N2 -1.516 -0.532 1.471
C7 -0.482 -1.563 1.271
C8 -0.145 -2.383 2.534
C9 1.315 -2.157 2.932
C10 2.251 -3.154 2.218
N3 1.805 -3.512 0.875
C11 2.015 -2.863 -0.262
N4 2.845 -1.814 -0.377
N5 1.395 -3.336 -1.341
C12 -0.945 -2.372 0.034
O3 -0.641 -3.580 -0.063
O4 -1.583 -1.691 -0.808
H5 -1.320 0.066 2.266
H6 -2.411 -0.984 1.641
H7 0.419 -1.036 0.940
H8 -0.344 -3.445 2.372
H9 -0.810 -2.074 3.344
H10 1.456 -2.291 4.006
H11 1.591 -1.121 2.711
H12 2.262 -4.090 2.776
H13 3.281 -2.796 2.193
H14 0.915 -4.029 0.836
H15 3.181 -1.367 0.456
H16 2.693 -1.234 -1.197
H17 0.553 -3.882 -1.154
H18 1.352 -2.712 -2.141
N6 -0.980 4.627 -0.136
C13 -1.283 3.439 -0.721
N7 -0.891 2.417 -0.017
C14 -0.290 2.948 1.112
C15 0.328 2.310 2.186
C16 0.857 3.101 3.186
C17 0.777 4.502 3.130
C18 0.182 5.148 2.065
C19 -0.337 4.343 1.056
H19 -1.178 5.538 -0.509
H20 -1.804 3.370 -1.662
H21 0.395 1.231 2.213
H22 1.350 2.638 4.031
H23 1.195 5.086 3.939
H24 0.121 6.227 2.019
I1 -4.097 1.232 -0.193

Forces on atoms 1 to 2 (eV/Å):
Mn 2.204 -0.435 -0.385
O -0.193 -0.206 -0.063

Results
2S+1 = 2
HOMO (spin up / spin down) = -7.31 / -7.07 eV
orbital gap (spin up / spin down) = 7.797 / 7.561 eV
LUMO level (spin up / spin down) = 0.491 / 0.490 eV
expectation value of S² = 1.009

Results of the Löwdin charge analysis, in e, for atoms 1 through 5: 0.209 -0.021 -0.580 -0.057 -0.165

# 2
Below is a 2-piece molecular cluster, C4H8NS overall at a distorted geometry, with properties calculated with wB97M-V/def2-TZVPD.

CARTESIAN COORDINATES (ANGSTROEM)
C1 -0.758 0.201 -0.861
C2 -2.096 -0.293 -0.873
C3 -0.522 -0.934 1.126
C4 1.881 0.633 0.276
N1 -0.049 -0.135 0.120
S1 -2.339 -0.984 0.910
H1 -0.480 0.694 -1.791
H2 -2.217 -0.934 -1.694
H3 -2.951 0.327 -0.867
H4 0.039 -1.979 1.159
H5 -0.237 -0.453 1.988
H6 1.570 1.524 0.665
H7 2.244 -0.027 0.942
H8 2.255 0.576 -0.635

Forces on atoms 1 to 2 (eV/Å):
C -0.212 0.563 -0.989
C -1.756 -1.301 3.072

Results
total charge = +1
HOMO = -13.24 eV
orbital gap = 8.012 eV
LUMO level = -5.224 eV

Results of the Löwdin charge analysis, in e, for atoms 1 through 5: -0.125 -0.314 -0.486 0.354 -0.042

# 3
Below is a 8-piece molecular cluster, H16O8 overall, with properties calculated with wB97M-V/def2-TZVPD.

CARTESIAN COORDINATES (ANGSTROEM)
O1 -0.772 0.225 3.339
H1 -0.871 -0.671 3.017
H2 -0.106 0.612 2.771
O2 1.251 2.051 -0.937
H3 2.002 2.334 -1.460
H4 0.823 1.384 -1.474
O3 -0.786 2.927 7.376
H5 -0.802 2.065 6.962
H6 -1.577 3.362 7.056
O4 0.091 6.764 -0.180
H7 0.757 7.451 -0.221
H8 0.590 5.950 -0.113
O5 -0.734 -4.532 1.794
H9 -0.472 -4.410 0.882
H10 -0.103 -5.161 2.144
O6 -5.379 -4.670 4.078
H11 -5.565 -3.809 4.454
H12 -4.455 -4.629 3.831
O7 -6.473 0.289 3.759
H13 -5.564 0.493 3.977
H14 -6.608 0.686 2.899
O8 6.066 2.289 1.377
H15 6.487 2.689 0.616
H16 5.135 2.279 1.158

Forces on atoms 1 to 2 (eV/Å):
O -0.149 0.109 0.194
H -0.044 -0.281 -0.047

Results
HOMO = -11.37 eV
orbital gap = 11.387 eV
structure (SMILES) = O.O.O.O.O.O.O.O
LUMO level = 0.019 eV

Results of the Löwdin charge analysis, in e, for atoms 1 through 5: -0.054 0.026 0.028 -0.055 0.026

# 4
Below is a 2-piece molecular cluster, CH6NS overall at a distorted geometry, with properties calculated with wB97M-V/def2-TZVPD.

CARTESIAN COORDINATES (ANGSTROEM)
N1 0.846 -2.050 -1.200
H1 1.194 -2.824 -0.668
H2 1.482 -1.684 -1.886
H3 0.490 -1.288 -0.630
C1 -0.907 0.939 -0.576
S1 -0.066 0.677 1.021
H4 -1.860 1.449 -0.417
H5 -1.109 0.049 -1.168
H6 -0.376 1.598 -1.275

Forces on atoms 1 to 2 (eV/Å):
N -0.926 0.100 -0.719
H 0.373 0.134 0.202

Results
total charge = -1
HOMO = -2.17 eV
orbital gap = 6.657 eV
LUMO level = 4.485 eV

Results of the Löwdin charge analysis, in e, for atoms 1 through 5: 0.006 -0.020 -0.016 -0.093 -0.771

# 5
Below is C6H6O as an isolated structure, with properties calculated with wB97M-V/def2-TZVPD.

CARTESIAN COORDINATES (ANGSTROEM)
C1 2.258 1.512 -0.456
C2 1.261 0.854 -0.303
C3 0.077 0.067 -0.140
C4 -1.294 0.631 0.179
C5 -0.681 -0.364 1.096
O1 -0.875 -1.685 0.619
C6 -0.108 -1.386 -0.568
H1 3.140 2.096 -0.593
H2 -2.145 0.339 -0.433
H3 -1.289 1.664 0.515
H4 -0.485 -0.209 2.153
H5 0.825 -1.958 -0.582
H6 -0.682 -1.561 -1.486

Forces on atoms 1 to 2 (eV/Å):
C -0.327 -0.219 0.045
C 0.326 0.236 -0.064

Results
HOMO = -9.25 eV
orbital gap = 10.296 eV
LUMO level = 1.046 eV

Results of the Löwdin charge analysis, in e, for atoms 1 through 5: 0.123 -0.066 -0.345 -0.010 -0.218

# 6
Below is a single C3H6FN3O molecule, with properties calculated with wB97M-V/def2-TZVPD.

CARTESIAN COORDINATES (ANGSTROEM)
C1 1.073 -0.190 0.002
C2 0.259 0.887 -0.033
C3 -1.179 0.912 0.016
H1 1.092 -2.122 0.505
H2 -0.383 -1.545 -0.097
H3 2.950 -0.653 -0.495
H4 2.742 0.884 0.065
H5 -1.645 1.887 0.141
H6 -3.674 -0.672 -0.087
N1 0.617 -1.490 -0.104
N2 2.446 -0.064 0.140
N3 -1.902 -0.140 -0.070
O1 -3.254 0.181 0.066
F1 0.857 2.125 -0.049

Forces on atoms 1 to 2 (eV/Å):
C 0.066 -0.173 -0.103
C -0.160 -0.155 0.108

Results
HOMO = -7.73 eV
orbital gap = 8.708 eV
structure (SMILES) = NC(N)=C(F)/C=N/O
LUMO level = 0.977 eV

Results of the Löwdin charge analysis, in e, for atoms 1 through 5: -0.379 -0.231 -0.088 0.093 0.051

# 7
Below is a 2-piece molecular cluster, C27H23NS overall at a distorted geometry, with properties calculated with wB97M-V/def2-TZVPD.

CARTESIAN COORDINATES (ANGSTROEM)
C1 -6.333 1.062 2.472
C2 -5.015 1.483 2.442
C3 -3.947 0.546 2.413
C4 -4.267 -0.869 2.428
C5 -5.621 -1.259 2.461
C6 -6.642 -0.316 2.479
C7 -3.190 -1.808 2.420
C8 -1.879 -1.398 2.394
C9 -1.549 -0.003 2.293
S1 0.023 0.481 2.050
C10 -2.600 0.943 2.368
H1 -7.141 1.793 2.492
H2 -4.762 2.546 2.441
H3 -5.855 -2.328 2.475
H4 -7.682 -0.634 2.500
H5 -3.434 -2.873 2.438
H6 -1.062 -2.112 2.420
H7 -2.343 2.003 2.367
C11 -1.587 2.048 -1.382
C12 -0.122 2.095 -1.493
N1 0.521 3.255 -1.737
C13 1.905 3.051 -1.793
C14 2.151 1.680 -1.552
C15 3.472 1.263 -1.405
C16 4.505 2.185 -1.622
C17 4.228 3.540 -1.872
C18 2.904 3.998 -1.928
C19 0.835 1.039 -1.391
C20 0.534 -0.276 -1.087
C21 1.478 -1.358 -1.081
C22 2.415 -1.571 -2.123
C23 3.371 -2.574 -2.014
C24 3.440 -3.372 -0.864
C25 4.533 -4.380 -0.706
C26 2.467 -3.219 0.133
C27 1.488 -2.250 0.013
H8 -1.896 1.018 -1.187
H9 -1.939 2.692 -0.560
H10 -2.052 2.403 -2.316
H11 0.051 4.152 -1.841
H12 3.687 0.238 -1.116
H13 5.542 1.855 -1.582
H14 5.049 4.242 -2.013
H15 2.627 5.043 -2.073
H16 -0.482 -0.488 -0.757
H17 2.377 -0.935 -3.009
H18 4.093 -2.736 -2.819
H19 4.374 -4.969 0.200
H20 4.571 -5.065 -1.561
H21 5.519 -3.905 -0.629
H22 2.492 -3.866 1.012
H23 0.748 -2.090 0.801

Forces on atoms 1 to 2 (eV/Å):
C 0.548 0.129 -0.032
C -0.476 -0.136 0.011

Results
HOMO = -5.82 eV
orbital gap = 4.113 eV
LUMO level = -1.703 eV

Results of the Löwdin charge analysis, in e, for atoms 1 through 5: -0.105 -0.054 -0.185 -0.180 -0.056

# 8
Below is a 2-piece molecular cluster, C2H4NOP overall at a distorted geometry, with properties calculated with wB97M-V/def2-TZVPD.

CARTESIAN COORDINATES (ANGSTROEM)
C1 -0.668 0.373 -0.502
C2 -0.846 -0.484 0.769
N1 -0.048 0.633 0.723
O1 2.687 0.144 -1.180
P1 2.770 0.115 0.243
H1 -0.032 -0.068 -1.296
H2 -1.434 0.925 -0.809
H3 -1.871 -0.162 1.072
H4 -0.558 -1.476 0.980

Forces on atoms 1 to 2 (eV/Å):
C 3.226 -4.645 0.033
C -3.522 1.391 -1.526

Results
HOMO (spin up / spin down) = -9.58 / -7.04 eV
orbital gap (spin up / spin down) = 9.102 / 5.746 eV
LUMO level (spin up / spin down) = -0.481 / -1.291 eV

Results of the Löwdin charge analysis, in e, for atoms 1 through 5: -0.206 -0.214 -0.033 -0.630 0.742

ΔE to the lowest compared entry with this formula, charge and spin readings, ordered: 37.19, 257.33, 285.48, 17.69, 379.01, 75.35, 0.00, 407.57 kJ/mol
Total energy readings, ordered: -78138.755, -16592.740, -16639.052, -13460.324, -8362.578, -12441.819, -40696.604, -14960.422 eV